Here is the molecule C3H2N2O in a non-equilibrium geometry from OMol25. Energies are from ωB97M-V/def2-TZVPD.

SMILES: N#CC(O)C#N
Energy above the lowest of the compared OMol25 structures with the same formula, charge and spin in kJ/mol: 33.2
Lowest unoccupied orbital energy in eV: 0.062

```
8
Properties=species:S:1:pos:R:3:nbo_charge:R:1
N 1.58 -1.76 1.00 -0.25
C 0.87 -1.00 0.49 0.24
C -0.01 -0.11 -0.31 -0.07
O 0.70 0.90 -0.97 -0.65
C -1.20 0.36 0.44 0.23
N -2.24 0.66 0.85 -0.24
H -0.46 -0.74 -1.08 0.26
H 0.77 1.69 -0.42 0.49
```


Here is a structure of composition C22H21BrMoN3O2 in a non-equilibrium geometry from OMol25. Energies are from ωB97M-V/def2-TZVPD.

Total charge: +3
Lowest unoccupied orbital energy (spin up / spin down) in eV: -12.109 / -11.884

```
50
Properties=species:S:1:pos:R:3:nbo_charge:R:1
Mo -0.13 -0.42 -1.75 1.23
O -2.47 -0.23 -2.24 -0.73
C -3.26 -0.97 -1.31 0.31
C -4.51 -0.46 -0.99 -0.25
C -5.29 -1.10 -0.04 -0.15
C -4.83 -2.26 0.56 -0.17
C -3.60 -2.79 0.21 -0.17
C -2.80 -2.16 -0.74 -0.16
C -1.43 -2.78 -1.06 0.22
O -0.79 -2.09 -2.05 -0.52
N -0.60 -2.60 0.13 -0.37
N 0.21 -1.54 0.00 -0.27
C 1.17 -1.41 0.90 0.07
C 2.29 -0.60 0.74 -0.12
Br 2.33 0.15 -1.12 0.32
C 3.41 -0.38 1.51 -0.02
C 3.68 -0.70 2.86 -0.07
C 2.73 -1.14 3.82 -0.14
C 3.10 -1.35 5.13 -0.20
C 4.42 -1.14 5.53 -0.02
C 5.37 -0.70 4.61 -0.22
C 5.02 -0.50 3.30 -0.08
H -2.80 -0.44 -3.14 0.53
H -4.85 0.45 -1.47 0.25
H -6.25 -0.69 0.23 0.26
H -5.43 -2.76 1.31 0.25
H -3.27 -3.71 0.66 0.23
H -1.54 -3.85 -1.29 0.26
H -0.29 -3.40 0.66 0.42
H 1.17 -2.07 1.77 0.25
H 4.23 0.11 1.00 0.26
H 1.69 -1.26 3.55 0.20
H 2.36 -1.66 5.85 0.26
H 4.71 -1.34 6.56 0.26
H 6.39 -0.54 4.93 0.27
H 5.76 -0.19 2.58 0.24
C -0.33 5.11 -4.06 -0.68
C -0.40 3.91 -3.22 0.16
C -0.14 2.64 -3.79 -0.20
C -0.22 1.54 -2.98 0.06
N -0.52 1.60 -1.67 -0.47
C -0.79 2.79 -1.11 0.11
C -0.73 3.95 -1.86 -0.21
H 0.70 5.28 -4.38 0.28
H -0.68 6.00 -3.54 0.26
H -0.89 4.98 -4.99 0.27
H 0.09 2.55 -4.84 0.28
H -0.03 0.46 -3.36 0.19
H -1.04 2.79 -0.05 0.25
H -0.95 4.89 -1.38 0.28
```


Here is the molecule C14H22N2O6S2 from OMol25. Energies are from ωB97M-V/def2-TZVPD.

SMILES: COC(=O)c1sc(S(=O)(=O)NCCCN(C)C)c(C(=O)OC)c1C
Energy above the lowest of the compared OMol25 structures with the same formula, charge and spin in kJ/mol: 0.0
Lowest unoccupied orbital energy in eV: -0.322

```
46
Properties=species:S:1:pos:R:3:nbo_charge:R:1
C -5.39 -0.66 1.06 -0.26
O -3.98 -0.75 0.96 -0.51
C -3.47 -0.60 -0.27 0.77
O -4.13 -0.39 -1.25 -0.59
C -2.01 -0.72 -0.24 -0.32
S -1.23 -1.01 1.29 0.54
C 0.30 -0.99 0.53 -0.51
S 1.83 -1.25 1.41 2.35
O 2.83 -1.48 0.42 -0.93
O 1.59 -2.23 2.43 -0.92
N 2.18 0.16 2.18 -0.85
C 2.43 1.34 1.38 -0.24
C 1.19 2.19 1.13 -0.44
C 1.46 3.27 0.08 -0.21
N 0.30 3.95 -0.46 -0.43
C -0.47 4.68 0.53 -0.41
C -0.54 3.11 -1.28 -0.42
C 0.22 -0.78 -0.82 -0.16
C 1.46 -0.67 -1.66 0.82
O 2.06 0.36 -1.80 -0.60
O 1.75 -1.83 -2.24 -0.49
C 3.00 -1.88 -2.92 -0.27
C -1.11 -0.63 -1.28 0.05
C -1.45 -0.40 -2.71 -0.66
H -5.63 -0.83 2.11 0.20
H -5.74 0.32 0.74 0.20
H -5.87 -1.42 0.43 0.20
H 1.64 0.30 3.02 0.41
H 3.20 1.94 1.88 0.20
H 2.84 0.97 0.44 0.24
H 0.86 2.64 2.07 0.20
H 0.39 1.54 0.77 0.20
H 1.98 2.81 -0.77 0.21
H 2.12 4.04 0.50 0.19
H -1.04 4.02 1.21 0.16
H 0.20 5.30 1.12 0.20
H -1.18 5.32 0.01 0.20
H -1.15 2.39 -0.71 0.16
H 0.09 2.55 -1.97 0.21
H -1.21 3.74 -1.86 0.20
H 3.10 -1.03 -3.60 0.20
H 3.80 -1.86 -2.19 0.21
H 3.00 -2.82 -3.47 0.20
H -2.52 -0.22 -2.82 0.26
H -0.89 0.45 -3.10 0.23
H -1.18 -1.28 -3.29 0.23
```


Here is the molecule C3H7PS2 in a non-equilibrium geometry from OMol25. Energies are from ωB97M-V/def2-TZVPD.

Energy above the lowest of the compared OMol25 structures with the same formula, charge and spin in kJ/mol: 206.5
Lowest unoccupied orbital energy (spin up / spin down) in eV: -2.229 / -2.226

```
13
Properties=species:S:1:pos:R:3:nbo_charge:R:1
C 2.14 0.92 0.15 -0.60
C 0.74 1.26 0.53 -0.22
C -1.61 -1.70 -0.37 -0.73
P -0.56 1.14 -0.70 0.46
S 2.18 -0.94 -0.15 -0.19
S -1.95 -0.06 0.35 -0.06
H 2.43 1.39 -0.79 0.22
H 2.86 1.15 0.93 0.23
H 0.48 1.14 1.58 0.21
H -0.56 -1.76 -0.67 0.25
H -2.27 -1.85 -1.22 0.22
H -1.82 -2.42 0.41 0.23
H -1.21 2.30 -0.26 -0.02
```


Here is a structure of composition C11H18MgN2O in a non-equilibrium geometry from OMol25. Energies are from ωB97M-V/def2-TZVPD.

Energy above the lowest of the compared OMol25 structures with the same formula, charge and spin in kJ/mol: 13.5
Total charge: +2
Lowest unoccupied orbital energy in eV: -7.669

```
33
Properties=species:S:1:pos:R:3:nbo_charge:R:1
Mg 7.10 6.79 9.11 1.86
C 4.13 5.55 6.67 -0.61
C 5.44 5.27 6.00 -0.29
C 5.18 5.70 4.47 -0.59
C 6.56 5.93 6.80 -0.02
C 6.83 7.30 6.75 -0.30
C 8.10 7.79 7.23 -0.23
C 8.95 6.99 7.99 -0.15
C 10.17 7.44 8.59 -0.66
C 8.67 5.61 8.07 -0.30
C 7.55 5.07 7.40 -0.22
H 3.31 5.23 5.99 0.25
H 3.92 6.57 6.91 0.21
H 4.03 4.94 7.64 0.21
H 5.51 4.15 5.92 0.24
H 5.13 6.80 4.32 0.21
H 4.23 5.19 4.20 0.24
H 6.04 5.38 3.88 0.23
H 6.09 8.00 6.36 0.28
H 8.32 8.81 7.09 0.27
H 10.36 6.89 9.51 0.24
H 10.22 8.52 8.86 0.26
H 11.00 7.30 7.85 0.28
H 9.30 4.92 8.54 0.26
H 7.40 4.01 7.34 0.27
N 7.69 7.37 13.06 -0.77
C 7.88 6.48 12.04 0.82
N 8.30 5.21 12.33 -0.78
O 7.81 6.83 10.80 -0.96
H 7.54 7.06 14.03 0.44
H 7.40 8.32 12.81 0.44
H 8.48 4.94 13.32 0.44
H 8.55 4.63 11.57 0.42
```


Here is the molecule CH3IN2 in a non-equilibrium geometry from OMol25. Energies are from ωB97M-V/def2-TZVPD.

SMILES: IC1NN1
Energy above the lowest of the compared OMol25 structures with the same formula, charge and spin in kJ/mol: 115.8
Lowest unoccupied orbital energy in eV: 0.311

```
7
Properties=species:S:1:pos:R:3:nbo_charge:R:1
I -2.47 0.01 -0.06 0.14
C -0.39 0.26 -0.38 -0.11
N 0.75 -0.85 -0.09 -0.45
N 0.46 0.30 0.73 -0.48
H 0.04 0.74 -1.25 0.21
H 0.51 -1.54 0.53 0.34
H 1.09 1.09 0.51 0.34
```